Entry 1:
Entry from OMol25: a 2-piece molecular cluster, C4H6N6 overall at a distorted geometry (ωB97M-V with the def2-TZVPD basis set).

Kohn-Sham gap (eV): 8.6
Charge: 0
HOMO energy (eV): -9.6

```
16
Properties=species:S:1:pos:R:3:forces:R:3
C 2.412354 -1.244755 1.198803 -0.19 -0.13 -0.15
C -1.897228 -0.253383 -1.683690 0.21 0.63 0.48
C 1.247990 -1.097848 0.345820 -0.03 -0.10 -0.54
C 0.292890 -0.179593 1.028887 -0.84 2.01 -0.49
N 3.317699 -1.325003 1.886388 0.70 -0.08 0.51
N -1.417459 1.593870 -0.724659 0.42 -0.32 0.64
N -2.386956 0.712743 -2.431406 -0.34 -0.12 -0.52
N -2.071150 1.842842 -1.799945 -0.45 0.79 -0.73
N -1.301826 0.282791 -0.613325 1.23 -1.41 1.05
N 0.623140 1.087332 1.231567 -0.22 -1.19 -0.19
H -1.958810 -1.302138 -1.882090 -0.06 -0.26 -0.08
H 0.798955 -2.078368 0.175124 -0.04 0.19 -0.06
H 1.583703 -0.687015 -0.612543 -0.25 -0.03 0.06
H -0.485880 -0.594822 1.648725 -0.08 0.06 -0.04
H 1.319093 1.522674 0.642591 0.01 -0.04 -0.01
H -0.076515 1.720674 1.589754 -0.07 -0.02 0.07
```
Positions in Å, forces in eV/Å.

---

Entry 2:
Entry from OMol25: an isolated ion of composition C4H6NO and charge -1 at a distorted geometry (ωB97M-V with the def2-TZVPD basis set).

Kohn-Sham gap (spin up / spin down) (eV): 5.6 / 5.6
Charge: -1
HOMO energy (spin up / spin down) (eV): -1.6 / -1.6

```
12
Properties=species:S:1:pos:R:3:forces:R:3
C -0.103038 1.826993 -0.221813 1.26 -1.69 -1.27
C -0.295925 0.484730 -0.203605 -1.53 1.72 2.25
C 0.858330 -0.391597 -0.665971 -1.93 -1.08 -3.77
C -1.419276 -0.322136 0.660543 2.79 -0.56 -2.70
N 2.059166 0.092715 -0.135912 4.06 -1.66 1.13
O 2.913746 -0.801277 0.160907 -2.55 2.14 -0.92
H -0.749554 2.465137 0.323824 -1.43 0.35 0.63
H 0.814552 -1.480793 -0.557295 -0.26 -0.06 0.65
H 0.814262 -0.354567 -1.862486 0.84 0.47 2.24
H -2.265174 -0.597689 0.010190 0.54 -0.82 0.03
H -1.888592 0.182846 1.430692 -0.38 1.59 1.73
H -0.738497 -1.104360 1.060921 -1.41 -0.41 -0.01
```
Positions in Å, forces in eV/Å.

---

Entry 3:
Entry from OMol25: an isolated ion of composition C4H6NO and charge +1 at a distorted geometry (ωB97M-V with the def2-TZVPD basis set).

Kohn-Sham gap (eV): 9.6
Charge: +1
HOMO energy (eV): -15.8

```
12
Properties=species:S:1:pos:R:3:forces:R:3
C 1.258778 1.017048 -0.052630 -1.09 -1.80 0.06
C 1.350170 -1.168454 -0.071220 -0.43 0.90 0.81
C 2.400748 -0.033749 -0.022593 1.48 0.29 -0.38
C -0.979386 -0.300463 0.030114 -3.27 2.91 1.78
N 0.407342 -0.277708 0.062722 2.00 -0.40 -0.42
O 3.578474 0.016251 0.036480 -0.75 -0.14 -0.01
H 1.068394 1.765998 0.700050 0.33 -0.20 0.78
H 0.958976 1.471088 -0.984777 0.54 0.00 -0.65
H 1.317574 -2.291872 -0.088879 -0.17 1.31 -0.11
H -1.437451 -1.158114 -0.419751 -0.04 -0.29 -0.39
H -1.480402 -0.089868 1.046462 1.20 -1.01 -0.83
H -1.295590 0.723981 -0.352476 0.21 -1.57 -0.63
```
Positions in Å, forces in eV/Å.

---

Entry 4:
Entry from OMol25: an isolated ion of composition C4H6NO and charge +1 at a distorted geometry (ωB97M-V with the def2-TZVPD basis set).

Kohn-Sham gap (eV): 8.4
Charge: +1
HOMO energy (eV): -14.2

```
12
Properties=species:S:1:pos:R:3:forces:R:3
C -1.014692 0.619194 0.136570 0.83 2.15 0.43
C 1.450628 1.204250 0.084428 -2.87 -6.68 0.10
C -2.114934 -0.192493 0.056610 2.76 1.28 0.44
C 0.424577 -1.147863 -0.156928 1.90 -1.80 -1.00
N 0.423777 0.273948 0.103807 -2.16 3.60 -1.04
O -3.054157 -0.827120 0.064249 -0.54 -0.30 -0.21
H -1.160372 1.709268 0.294825 -0.51 -1.05 -0.15
H 1.289908 2.229050 0.083819 -0.60 1.64 0.24
H 2.431437 0.719587 0.093816 -0.24 0.48 -0.16
H 1.468309 -1.303237 -0.398930 0.16 -1.24 0.25
H -0.173136 -1.557602 -1.044475 0.68 1.59 0.85
H 0.028650 -1.726978 0.682207 0.60 0.34 0.27
```
Positions in Å, forces in eV/Å.

---

Entry 5:
Entry from OMol25: an isolated ion of composition C4H6NO and charge +1 at a distorted geometry (ωB97M-V with the def2-TZVPD basis set).

Kohn-Sham gap (eV): 9.2
Charge: +1
HOMO energy (eV): -14.3

```
12
Properties=species:S:1:pos:R:3:forces:R:3
C -0.800597 -1.004019 -0.082555 4.30 -3.67 0.20
C 1.562329 -0.809423 0.162993 -1.83 1.87 -1.14
C 2.762299 -0.227694 0.177364 -2.71 -1.18 -0.02
C -0.042908 1.222770 -0.443767 2.94 -1.60 1.56
N 0.257909 -0.261681 -0.165953 -1.15 0.08 0.05
O 3.842514 0.015815 0.332166 2.57 1.14 0.10
H -0.747783 -2.161471 0.034974 0.22 2.32 0.06
H -1.711327 -0.598804 -0.137833 -3.29 1.70 -0.54
H 1.515829 -1.845688 0.260470 0.38 -1.50 0.34
H 0.711644 1.601351 -1.095884 0.38 0.16 -0.66
H -1.004969 1.409896 -0.779251 -1.76 -0.21 -0.73
H 0.118758 1.636632 0.520793 -0.04 0.90 0.78
```
Positions in Å, forces in eV/Å.

---

Entry 6:
Entry from OMol25: a 2-piece molecular cluster, C4H6NO3S overall at a distorted geometry (ωB97M-V with the def2-TZVPD basis set).

Kohn-Sham gap (eV): 8.3
Charge: -1
HOMO energy (eV): -5.7

```
15
Properties=species:S:1:pos:R:3:forces:R:3
C -0.049805 -2.209056 -0.040076 0.06 3.76 0.01
C 0.840216 0.407996 -1.227769 2.88 1.38 0.33
C 0.791810 0.246035 1.376564 2.18 -3.05 -1.63
C 0.122671 0.123835 0.054390 -0.97 -1.85 -0.62
N 0.164885 -3.286957 -0.364881 0.24 -1.53 -0.23
O -2.353057 0.293477 1.241966 1.47 0.33 -1.15
O -1.666802 1.936766 -0.445542 0.73 1.01 0.07
O -2.227506 -0.324106 -1.129494 0.76 0.64 0.63
S -1.719301 0.547536 -0.069543 -1.87 -2.30 0.45
H 2.022467 0.446287 -1.082999 -2.32 -0.71 -0.11
H 0.581814 -0.304365 -2.014580 -0.13 0.51 0.08
H 0.688361 1.509458 -1.501265 -0.57 -1.55 0.19
H 0.157370 0.629154 2.031751 -2.98 2.04 2.92
H 1.727267 0.795482 1.407367 0.20 -0.07 -0.41
H 0.919609 -0.811540 1.764112 0.33 1.38 -0.52
```
Positions in Å, forces in eV/Å.

---

Entry 7:
Entry from OMol25: a 2-piece molecular cluster, C4H6NO5 overall at a distorted geometry (ωB97M-V with the def2-TZVPD basis set).

Kohn-Sham gap (spin up / spin down) (eV): 7.0 / 8.0
2S+1: 4
Charge: 0
⟨S²⟩: 3.787
HOMO energy (spin up / spin down) (eV): -6.9 / -10.3

```
16
Properties=species:S:1:pos:R:3:forces:R:3
O 1.667112 -0.696731 -0.072862 -6.31 2.06 0.92
O 0.631132 -0.947955 0.589054 2.89 0.89 -2.09
C 3.263113 -1.543986 2.850149 -0.06 -0.11 1.34
C 3.665922 -1.302980 1.586237 -0.30 -0.82 -3.11
C 3.020471 -1.951816 0.467409 4.28 -3.45 2.41
C 3.627886 -2.060700 -0.911814 -0.13 0.22 2.05
O 2.567033 -2.421342 -1.793778 0.81 1.03 -2.24
N 3.085580 -2.102588 -3.126362 0.09 -0.24 -0.59
O 2.279308 -2.171309 -4.032132 1.32 0.04 1.81
O 4.278798 -1.825784 -3.150595 -2.08 -0.43 -0.92
H 3.617450 -0.947983 3.690511 0.03 -0.33 -0.19
H 2.608335 -2.395936 3.059953 0.00 0.55 -0.03
H 4.487591 -0.621820 1.318771 -0.52 0.03 0.40
H 2.350653 -2.786339 0.710892 0.03 0.50 0.01
H 4.081971 -1.101564 -1.155202 -0.12 -0.02 -0.19
H 4.391257 -2.835026 -1.012153 0.08 0.06 0.41
```
Positions in Å, forces in eV/Å.

---

Entry 8:
Entry from OMol25: a 4-piece molecular cluster, C4H6NO6 overall at a distorted geometry (ωB97M-V with the def2-TZVPD basis set).

Kohn-Sham gap (spin up / spin down) (eV): 9.9 / 8.6
2S+1: 2
Charge: 0
⟨S²⟩: 0.754
HOMO energy (spin up / spin down) (eV): -10.3 / -10.4

```
17
Properties=species:S:1:pos:R:3:forces:R:3
H -2.043040 0.480674 2.013627 0.63 0.39 0.47
O -1.412055 0.946573 2.608263 0.08 -0.76 -0.63
O -2.303846 -0.884900 0.349686 1.44 -0.99 -0.77
C -1.322441 -1.359962 -0.215128 -0.84 1.19 0.02
C -1.316440 -2.226390 -1.439374 -0.46 0.06 -0.03
C 0.063205 -0.939901 0.318155 -0.97 1.07 -0.18
O 0.641236 0.029659 -0.142936 -1.18 -1.61 0.53
N 2.797629 -0.519902 0.370144 2.08 1.30 0.27
O 2.824022 -0.287354 1.561951 0.02 -0.42 -2.06
O 3.383069 -0.039359 -0.582194 -1.16 -1.00 2.02
C -2.081283 3.379724 -1.686514 -1.48 -1.35 -0.66
O -2.880773 2.647873 -2.048246 1.49 1.34 0.68
H -0.585673 -1.843449 -2.156727 0.17 -0.17 0.22
H -1.060216 -3.248935 -1.130335 0.08 0.17 -0.22
H -2.287444 -2.225215 -1.939540 0.00 -0.08 0.29
H -0.548720 0.536748 2.402829 -0.67 0.46 0.22
H 0.307930 -1.517215 1.238689 0.78 0.39 -0.18
```
Positions in Å, forces in eV/Å.